(1)
Below is one molecule with the formula C17H18ClF3N4O2S at a distorted geometry, with properties calculated with ωB97M-V with the def2-TZVPD basis set.

```
! wB97M-V def2-TZVPD RIJCOSX def2/J DEFGRID3
* xyz 0 1
H -1.23 -1.20 -1.72
C 1.58 -2.68 0.78
C -1.07 -0.68 2.37
O 0.13 1.55 0.85
H -1.45 -1.42 3.09
N -2.56 -0.29 0.46
H 3.43 2.94 -0.65
C -1.26 -2.40 0.70
N 2.59 2.16 1.08
F -0.62 0.20 -5.03
C 0.95 -1.48 1.18
C 3.19 -0.59 1.32
H 1.00 -3.57 0.57
H -3.13 0.02 2.44
Cl -0.37 3.01 -3.94
H -0.79 -2.75 -0.22
H -1.42 -3.26 1.37
H -2.98 -2.03 -0.60
H -0.36 -0.04 2.89
C -0.11 -0.03 -3.82
C -2.24 0.15 1.80
C -2.23 1.83 -0.63
H -1.96 1.20 1.78
C 2.60 2.31 -0.36
H 1.66 2.74 -0.73
H 2.72 1.33 -0.80
C -1.38 -0.14 -1.68
C -2.04 0.45 -0.60
C 1.82 -0.40 1.40
S 1.29 1.28 1.66
H -1.88 3.67 -1.65
H 3.85 0.24 1.52
F -0.06 -1.37 -3.68
N 3.76 -1.73 0.99
H -3.37 -2.04 1.13
H 3.45 -3.67 0.41
C -0.87 0.64 -2.71
C -1.74 2.61 -1.65
F 1.18 0.37 -3.87
C 2.95 -2.75 0.70
C -2.62 -1.73 0.39
N -0.40 -1.41 1.31
O 1.18 1.57 3.07
C -1.03 2.02 -2.69
H -2.78 2.31 0.17
H 2.63 3.04 1.58
*
```

Orbital gap: 8.5 eV

Here are the natural (NBO) charges for atoms 1 to 4, given in e:
1. H 0.226
2. C -0.319
3. C -0.234
4. O -0.965

(2)
Below is C17H18ClMoN4O7 as an isolated structure at a distorted geometry, with properties calculated with ωB97M-V with the def2-TZVPD basis set.

```
! wB97M-V def2-TZVPD RIJCOSX def2/J DEFGRID3
* xyz 3 1
H 0.45 0.22 3.07
H 1.49 3.00 1.04
N 1.75 0.46 0.13
N -0.85 1.83 0.70
C 1.26 2.91 -0.03
C 2.00 1.72 -0.63
H -0.47 2.51 -1.27
H 0.23 -2.56 -5.52
O -3.42 -3.82 -5.54
Mo -0.32 -0.36 0.31
O -1.90 -1.21 -0.01
H -1.47 0.80 4.52
C -1.82 -1.94 -2.26
O -1.51 -3.79 -6.56
O 2.06 -0.78 -2.55
C 0.68 -1.89 1.42
H -0.67 2.19 1.64
C -0.53 -1.38 -2.40
C -2.51 -2.25 3.47
H -3.39 -3.03 -3.24
C 0.22 -1.65 -3.56
H 0.70 -2.92 1.05
H -0.70 3.80 -0.07
Cl -1.65 -3.94 1.55
C -2.48 -1.06 4.17
H -3.28 -2.99 3.68
N 1.62 -1.19 -3.62
N -2.26 -3.57 -5.67
H 3.07 1.93 -0.65
H 2.33 0.54 0.97
C -1.54 -2.52 2.49
C -1.49 -0.11 3.92
C -2.63 -1.79 -1.00
H 2.25 -0.24 -0.45
H -3.21 -0.88 4.94
C -0.25 2.82 -0.24
H -1.88 1.91 0.58
H 1.67 1.56 -1.67
H 1.62 3.82 -0.51
O -0.05 -0.63 -1.41
C -1.64 -2.84 -4.48
C -0.48 -0.36 2.99
C -0.47 -1.60 2.28
C -0.34 -2.37 -4.61
O -3.75 -2.14 -0.86
C -2.38 -2.65 -3.33
O 2.18 -1.24 -4.66
H 1.64 -1.67 1.90
*
```

Orbital gap (alpha / beta): 5.7 / 4.6 eV
Energy above the lowest of the compared OMol25 structures with the same formula, charge and spin: 92.65 kcal/mol

Here are the natural (NBO) charges for atoms 1 to 4, given in e:
1. H 0.261
2. H 0.218
3. N -0.831
4. N -0.789

(3)
Below is C17H18CrN3O4Se2 as an isolated structure at a distorted geometry, with properties calculated with ωB97M-V with the def2-TZVPD basis set.

```
! wB97M-V def2-TZVPD RIJCOSX def2/J DEFGRID3
* xyz 0 2
C -2.27 -1.28 -0.43
C 3.81 -0.16 1.00
N 1.64 0.17 2.01
C 3.59 0.00 -1.35
H -1.88 -1.41 2.14
H -0.23 -0.04 -4.98
Se -0.35 -1.72 0.04
O 4.77 0.10 -1.63
H -4.01 -0.60 1.91
H 3.94 0.03 -3.98
H -5.23 0.06 -2.28
C -3.12 -0.01 1.62
N 1.25 0.11 -1.98
C -2.35 1.29 -0.43
H -3.27 1.02 1.95
C 0.30 0.08 -2.92
H -2.81 -2.16 -0.06
C 0.58 0.02 -4.28
C 1.90 0.01 -4.70
H 0.66 0.43 5.20
O 5.02 -0.24 1.06
C 2.95 -0.02 2.23
C 0.86 0.33 3.09
C -4.41 -0.05 -0.52
H -4.90 -0.99 -0.22
H 3.10 0.04 5.60
C 1.34 0.29 4.38
H -4.99 0.79 -0.10
H 4.58 -0.24 3.58
O -4.34 0.03 -1.92
O -1.99 -0.46 2.30
C -2.98 -0.02 0.08
N 3.02 -0.15 -0.12
H -3.01 2.12 -0.19
C 2.53 0.06 -2.40
H -0.19 0.48 2.89
H -0.72 0.10 -2.56
H -2.22 1.25 -1.51
Cr 1.11 0.18 0.05
H 2.15 -0.02 -5.75
C 2.70 0.08 4.60
H -2.32 -1.29 -1.52
Se -0.61 1.84 0.36
C 2.89 0.04 -3.74
C 3.51 -0.08 3.50
*
```

Orbital gap (alpha / beta): 6.8 / 7.2 eV
<S²>: 0.805

Here are the natural (NBO) charges for atoms 1 to 4, given in e:
1. C -0.527
2. C 0.653
3. N -0.464
4. C 0.640

(4)
Below is a 4-piece molecular cluster, C17H18F24NO6P overall at a distorted geometry, with properties calculated with ωB97M-V with the def2-TZVPD basis set.

```
! wB97M-V def2-TZVPD RIJCOSX def2/J DEFGRID3
* xyz 0 1
C -1.58 -3.86 -2.62
C 5.31 -6.27 1.26
H -4.45 7.52 1.49
H 0.84 -3.50 -4.17
O 0.43 2.37 1.93
C -0.52 -2.45 0.35
H 0.40 3.95 0.73
C 3.92 -3.28 -0.48
C -0.10 1.71 3.02
F 4.75 -4.20 -1.04
C -1.02 -2.67 -3.42
H -0.80 4.05 1.97
H -2.62 5.78 -1.67
O -3.43 6.53 0.04
H -6.76 9.55 -0.44
H -1.00 -4.77 -2.79
C 3.73 -4.53 1.80
H 2.94 -5.10 1.31
C 6.75 -5.94 0.86
C -2.79 2.73 0.64
H 7.41 -6.00 1.73
F -1.33 3.82 -0.79
F 4.50 -6.37 0.19
C -0.29 0.23 2.73
C -0.34 3.36 1.27
F 0.54 -2.60 1.19
C 4.06 -3.23 1.04
F 5.29 -2.82 1.40
H -2.77 9.10 -1.51
F -2.92 1.82 1.64
F 6.84 -4.70 0.34
H -3.20 3.69 0.98
H -5.48 6.72 0.35
C -3.56 6.02 -1.18
F 4.26 -2.07 -1.00
F 0.26 -4.32 -0.91
H -4.01 9.60 -2.49
F 3.19 -2.29 1.48
H 3.31 -4.21 2.75
H -1.38 -2.09 0.93
N -3.72 8.93 -1.80
F 0.79 1.83 4.02
F -1.10 0.04 1.67
F -0.88 1.74 -0.35
F -1.57 -2.73 -4.66
F 0.83 -1.52 -4.32
F -0.88 -0.37 3.80
F -1.25 -4.65 0.61
F 7.17 -6.82 -0.08
P -4.73 8.97 -0.41
F 5.31 -7.47 1.86
H 2.89 -3.50 -0.77
F -0.20 -1.50 -0.54
H 0.66 -0.26 2.53
H -2.56 -4.07 -3.06
O -1.86 -3.65 -1.25
F 1.15 -2.56 -2.43
F -1.46 -1.52 -2.86
O -6.27 8.96 -1.01
F -1.23 2.31 3.43
C -4.57 7.31 0.44
C -0.83 -3.77 -0.33
C 0.50 -2.62 -3.61
F -3.54 2.29 -0.40
O 4.81 -5.37 2.17
C -1.34 2.88 0.20
O -4.55 5.84 -1.71
*
```

Orbital gap: 8.7 eV

Here are the natural (NBO) charges for atoms 1 to 4, given in e:
1. C -0.138
2. C 0.847
3. H 0.212
4. H 0.143

(5)
Below is C17H18F5NO8P2PtSTe as an isolated structure, with properties calculated with ωB97M-V with the def2-TZVPD basis set.

```
! wB97M-V def2-TZVPD RIJCOSX def2/J DEFGRID3
* xyz -2 3
F 0.04 -0.56 -2.27
O 4.03 1.22 0.67
H -4.05 -4.50 -2.14
C -2.21 4.03 -0.27
O 1.02 1.13 4.29
S -4.49 1.63 0.09
H -1.94 -2.30 -0.08
C 0.46 3.23 -0.63
F 2.73 -2.47 -0.33
O 0.01 -1.79 0.07
H -1.49 6.03 -0.56
H 2.69 -1.42 1.16
O 0.05 3.01 2.90
C -5.60 -0.99 0.19
F 2.11 -3.06 -2.92
F 0.94 -4.18 -0.75
O 1.78 0.50 -0.29
C -1.23 4.97 -0.51
H 0.86 5.31 -0.90
C -5.34 -2.35 0.16
Te 1.03 -2.40 -1.40
C -2.32 -4.72 -0.05
C -4.49 -4.94 -1.25
P 0.61 1.48 2.92
C -4.42 -5.03 1.26
C -3.23 -0.62 0.03
P 2.69 0.69 0.97
H -2.21 -5.81 -0.08
H 0.56 3.52 3.53
H 1.49 2.93 -0.76
H -6.18 -3.03 0.21
C -3.81 -4.37 0.01
H -3.24 4.32 -0.13
C -4.03 -2.86 0.06
Pt -0.23 0.30 -0.13
C -1.84 2.69 -0.21
H -5.56 -4.73 -1.25
H -1.82 -4.31 -0.92
F -0.49 -3.08 -2.39
C -4.53 -0.12 0.12
C -2.76 1.58 -0.03
O 1.90 1.69 1.94
H -3.98 -4.61 2.16
O 2.65 -0.67 1.78
O -0.41 0.66 2.16
C -0.51 2.26 -0.36
N -2.27 0.37 -0.04
H -4.35 -6.02 -1.29
H -6.62 -0.63 0.26
H -4.22 -6.10 1.25
C 0.09 4.57 -0.70
H -1.78 -4.36 0.83
H -5.50 -4.88 1.31
C -2.97 -1.98 0.00
*
```

Orbital gap (alpha / beta): 6.5 / 7.5 eV
Energy above the lowest of the compared OMol25 structures with the same formula, charge and spin: 19.31 kcal/mol
<S²>: 2.012

Here are the Löwdin charges for atoms 1 to 4, given in e:
1. F -0.594
2. O -0.295
3. H 0.093
4. C -0.062

(6)
Below is one molecule with the formula C17H18N2O5S at a distorted geometry, with properties calculated with ωB97M-V with the def2-TZVPD basis set.

```
! wB97M-V def2-TZVPD RIJCOSX def2/J DEFGRID3
* xyz 0 1
H 1.10 0.58 -1.97
C 1.11 -4.01 1.26
C -3.17 -0.89 -0.01
C 1.49 -0.33 -1.50
H 0.04 2.54 3.03
C 0.22 2.93 0.94
N 0.84 1.93 0.26
O -1.23 1.28 2.15
C 3.00 -0.41 -1.72
H -5.41 -1.98 -1.35
H -2.10 2.81 0.05
C 1.13 -0.34 -0.03
H -1.37 3.34 2.30
H 5.41 1.63 -1.12
H 0.55 -1.04 2.64
H 3.46 -1.17 -1.10
C 3.68 0.91 -1.46
C -2.40 -0.41 1.03
C -0.62 2.55 2.16
C 0.78 -1.84 1.97
H -3.94 -2.44 -2.26
C 1.08 -1.61 0.65
O -4.30 -0.40 -2.12
N 0.84 0.67 0.70
O 4.99 0.77 -1.25
H 0.59 -3.57 3.30
H -2.10 -1.07 1.83
H 1.01 -1.19 -1.97
S 1.39 -3.11 -0.18
H 3.21 -0.67 -2.76
C -3.55 -0.04 -1.04
C -4.77 -1.73 -2.20
C -1.99 0.92 1.08
H -3.46 -1.93 -0.01
O 0.32 4.09 0.58
H 1.20 -5.07 1.24
H 1.36 2.21 -0.58
C -2.38 1.77 0.05
C -3.15 1.29 -0.99
O 3.14 1.98 -1.47
H -5.35 -1.78 -3.12
H -3.46 1.95 -1.79
C 0.80 -3.20 2.31
*
```

Orbital gap: 8.1 eV
Energy above the lowest of the compared OMol25 structures with the same formula, charge and spin: 49.12 kcal/mol

Here are the natural (NBO) charges for atoms 1 to 4, given in e:
1. H 0.241
2. C -0.411
3. C -0.280
4. C -0.470

(7)
Below is one molecule with the formula C17H18N2O5S at a distorted geometry, with properties calculated with ωB97M-V with the def2-TZVPD basis set.

```
! wB97M-V def2-TZVPD RIJCOSX def2/J DEFGRID3
* xyz 0 1
C -1.75 -1.98 0.27
H 3.25 1.58 1.72
H 1.58 -0.17 2.97
C 0.04 2.01 1.25
H -4.78 -2.87 -0.31
O 0.08 0.93 2.07
H -2.06 2.14 1.46
H -4.61 -1.23 0.37
H -1.30 3.59 0.75
C 2.92 0.01 -1.20
H 2.44 0.73 -1.83
O -3.48 0.67 0.48
C 5.42 0.62 -1.58
H 1.40 -3.16 0.83
C 1.37 0.66 2.33
C 4.30 -0.17 -1.00
C 0.62 -2.50 0.49
C 1.32 2.43 0.99
C 0.95 -1.32 -0.18
H 5.32 1.67 -1.31
C -1.29 2.49 0.78
H 1.61 3.26 0.39
N 4.51 -1.17 -0.18
O -2.97 -2.50 0.46
O 3.31 -1.67 0.17
S -2.55 0.61 -0.61
C -1.40 -0.75 -0.30
C -1.09 2.60 -1.70
H 5.40 0.54 -2.67
O -3.05 0.50 -1.95
H 0.16 0.46 -1.05
C 2.18 1.55 1.69
H 6.37 0.23 -1.21
H -3.87 -1.62 -1.20
C 2.33 -0.97 -0.44
C -0.08 -0.47 -0.56
C -0.70 -2.82 0.69
H 0.00 2.56 -1.71
H -1.40 3.65 -1.76
N -1.65 1.99 -0.53
C -4.12 -2.01 -0.21
H -0.98 -3.75 1.17
H -1.49 2.07 -2.56
*
```

Orbital gap: 8.8 eV
Energy above the lowest of the compared OMol25 structures with the same formula, charge and spin: 97.34 kcal/mol

Here are the natural (NBO) charges for atoms 1 to 4, given in e:
1. C 0.366
2. H 0.235
3. H 0.212
4. C 0.261

(8)
Below is C17H18N6O4Pb as an isolated structure at a distorted geometry, with properties calculated with ωB97M-V with the def2-TZVPD basis set.

```
! wB97M-V def2-TZVPD RIJCOSX def2/J DEFGRID3
* xyz 0 1
C -2.75 -2.42 -0.94
H -3.19 -1.43 -0.98
H 0.35 0.22 1.77
H 3.54 -2.69 -1.27
N -2.96 -4.77 -0.73
C 0.01 3.86 -0.81
H -1.19 -5.81 -0.76
N 1.42 -2.71 -1.17
N -2.47 6.60 -1.16
H -2.12 3.96 -1.00
O 1.20 1.82 -0.86
H 2.12 4.05 -0.62
N 2.52 -4.57 -1.05
C 0.59 -3.78 -1.03
C 0.07 2.36 -0.83
N -1.43 -2.47 -1.02
C 2.35 -1.55 1.93
C 1.19 4.59 -0.71
H -1.00 -0.86 1.55
H 2.08 6.54 -0.68
C 0.06 -0.73 1.33
C 0.86 -1.83 2.01
Pb 0.17 -0.49 -1.06
H -0.09 7.72 -0.94
C 0.46 -1.95 3.49
C 1.16 5.98 -0.75
H -0.59 -2.23 3.59
H 0.64 -2.80 1.53
C -0.86 -3.68 -0.96
C -3.51 -3.57 -0.80
C 2.62 -3.23 -1.18
C -1.20 4.52 -0.93
O -3.46 5.93 -1.36
H 0.61 -1.00 3.99
H -4.59 -3.53 -0.73
C -0.04 6.64 -0.89
H 1.07 -2.70 3.99
N 1.25 -4.92 -0.95
H 2.66 -1.38 0.90
H 3.25 -5.27 -1.02
H 2.58 -0.64 2.49
O -2.45 7.81 -1.10
C -1.22 5.91 -0.98
O -1.01 1.72 -0.83
C -1.64 -4.83 -0.81
H 2.93 -2.37 2.35
*
```

Orbital gap: 6.7 eV
Energy above the lowest of the compared OMol25 structures with the same formula, charge and spin: 4.38 kcal/mol

Here are the natural (NBO) charges for atoms 1 to 4, given in e:
1. C 0.015
2. H 0.220
3. H 0.208
4. H 0.227

no.,calculated total energy (a.u.)
1,-2186.0870
2,-1931.3782
3,-6971.1915
4,-3902.9337
5,-3283.2966
6,-1542.4860
7,-1542.4092
8,-1480.8797